Formula: C21H25ClO2
Source: OMol25
Level of theory: wB97M-V/def2-TZVPD

```
49
C21H25ClO2, DFT wB97M-V/def2-TZVPD
O 0.899 -6.275 4.028
O -0.355 3.305 -2.484
Cl -2.724 -2.717 4.373
C 0.704 -5.304 3.267
C 0.471 2.869 -1.701
C 1.481 -5.208 2.034
C -0.351 -4.395 3.520
C -1.742 -2.506 2.949
C -2.154 -1.574 1.999
C 1.352 -4.094 1.221
C -0.540 -3.307 2.683
C 1.942 3.120 -1.980
C -1.277 2.675 0.274
C -1.960 1.386 0.746
C -1.103 0.333 -1.940
C 1.041 -0.214 -0.712
C 1.530 -1.962 2.346
C 0.769 -1.723 -0.704
C 0.030 2.128 -0.440
C -0.968 0.243 0.608
C -0.232 0.613 -0.662
C -1.427 -1.263 0.703
C 0.507 -2.873 1.649
C -0.212 -2.238 0.389
H 2.092 -6.046 1.692
H -1.114 -4.727 4.209
H -3.093 -1.120 2.178
H 1.904 -4.101 0.278
H 2.139 4.159 -1.706
H 2.168 2.988 -3.063
H 2.562 2.402 -1.427
H -1.939 3.195 -0.443
H -1.016 3.352 1.077
H -2.265 1.472 1.823
H -2.835 1.164 0.172
H -2.023 0.925 -1.943
H -0.539 0.484 -2.830
H -1.415 -0.712 -1.984
H 1.669 0.082 0.130
H 1.588 0.059 -1.622
H 1.023 -1.051 2.715
H 1.997 -2.484 3.201
H 2.283 -1.643 1.656
H 0.357 -2.100 -1.654
H 1.751 -2.212 -0.602
H 0.848 2.212 0.283
H -0.316 0.349 1.444
H -2.151 -1.447 -0.111
H -0.708 -3.119 -0.077
```

Strongest force on any atom = 4.039 eV/A
Energy relative to the best compared isomer or geometry (same formula, charge and spin) = 0.0 kcal/mol
Gap between HOMO and LUMO = 8.29 eV

Formula: C21H25F2FeN2O8S2
Source: OMol25
Level of theory: wB97M-V/def2-TZVPD

```
61
C21H25F2FeN2O8S2, DFT wB97M-V/def2-TZVPD
Fe -1.855 0.939 1.005
O -1.372 5.185 0.053
C -0.038 5.279 0.044
C 0.526 6.485 -0.384
C 1.898 6.643 -0.432
C 2.739 5.601 -0.057
C 2.182 4.407 0.367
C 0.805 4.223 0.433
C 0.240 2.930 0.899
O -1.020 2.900 1.167
N 1.058 1.913 1.038
N 0.310 0.868 1.526
C 0.914 -0.188 1.903
C 0.179 -1.213 2.622
C 0.787 -2.434 2.907
C 0.159 -3.398 3.676
C -1.105 -3.117 4.195
C -1.726 -1.911 3.944
C -1.123 -0.917 3.137
O -1.738 0.202 2.903
H -1.575 4.255 0.348
H -0.146 7.278 -0.687
H 2.316 7.585 -0.773
H 3.816 5.717 -0.101
H 2.804 3.570 0.655
H 1.987 -0.298 1.744
H 1.770 -2.622 2.488
H 0.640 -4.349 3.868
H -1.614 -3.858 4.803
H -2.709 -1.691 4.345
O -0.490 2.249 -1.890
S -1.590 1.332 -1.641
O -2.205 0.820 -2.850
O -2.609 1.922 -0.683
O -1.097 0.166 -0.753
C 3.052 -2.062 -3.951
C 2.583 -0.813 -3.216
C 1.155 -0.900 -2.696
S 1.066 -1.790 -1.115
O 2.118 -2.875 -1.130
C -0.495 -2.646 -1.412
C -0.859 -3.507 -0.209
C -1.807 -4.637 -0.591
H 4.069 -1.934 -4.333
H 2.401 -2.268 -4.805
H 3.030 -2.923 -3.285
H 2.625 0.049 -3.888
H 3.260 -0.590 -2.387
H 0.486 -1.365 -3.422
H 0.770 0.096 -2.468
H -0.339 -3.247 -2.313
H -1.239 -1.871 -1.593
H -1.322 -2.877 0.554
H 0.050 -3.922 0.232
H -2.709 -4.251 -1.071
H -2.114 -5.206 0.288
H -1.326 -5.326 -1.290
F -4.224 -0.701 -0.098
C -3.494 -0.380 1.015
F -4.264 0.688 1.652
H -3.589 -1.219 1.712
```

Spin multiplicity = 6
Net charge = -2
Strongest force on any atom = 1.114 eV/A
Energy relative to the best compared isomer or geometry (same formula, charge and spin) = 18.9 kcal/mol
Gap between HOMO and LUMO (alpha / beta) = 6.89 / 6.96 eV

Formula: C21H25FN2O2S
Source: OMol25
Level of theory: wB97M-V/def2-TZVPD

```
52
C21H25FN2O2S, DFT wB97M-V/def2-TZVPD
C 7.929 -0.172 -1.677
H 7.591 0.189 -2.654
O 7.085 -1.177 -1.176
C 5.775 -0.863 -0.940
C 4.978 -1.893 -0.438
C 3.646 -1.685 -0.167
C 3.052 -0.435 -0.374
C 3.854 0.585 -0.876
C 5.194 0.377 -1.162
H 5.772 1.202 -1.550
H 3.447 1.570 -1.045
N 1.683 -0.279 -0.130
C 1.185 -0.636 1.184
H 1.707 -1.519 1.549
C -0.318 -0.917 1.100
N -0.992 0.253 0.590
C -1.814 1.106 1.234
O -2.304 2.071 0.668
C -2.146 0.839 2.697
C -3.490 0.133 2.838
H -4.254 0.686 2.296
H -3.767 0.053 3.890
S -3.462 -1.567 2.160
C -4.827 -1.503 0.932
C -4.635 -0.437 -0.090
C -3.729 -0.593 -1.134
C -3.528 0.381 -2.091
C -4.229 1.570 -1.997
C -5.131 1.759 -0.966
C -5.335 0.763 -0.029
H -6.060 0.910 0.759
H -5.677 2.686 -0.888
H -4.067 2.346 -2.729
H -2.825 0.202 -2.890
F -3.026 -1.745 -1.228
H -4.806 -2.496 0.484
H -5.757 -1.365 1.483
H -1.364 0.282 3.211
H -2.237 1.821 3.169
C -0.497 0.599 -0.725
C 1.006 0.888 -0.651
H 1.373 1.092 -1.658
H 1.167 1.779 -0.021
H -1.041 1.478 -1.073
H -0.669 -0.242 -1.402
H -0.710 -1.219 2.068
H -0.494 -1.737 0.395
H 1.353 0.188 1.900
H 3.049 -2.508 0.195
H 5.431 -2.858 -0.276
H 8.005 0.674 -0.985
H 8.909 -0.636 -1.785
```

Strongest force on any atom = 0.541 eV/A
Energy relative to the best compared isomer or geometry (same formula, charge and spin) = 35.6 kcal/mol
Gap between HOMO and LUMO = 8.21 eV

Formula: C21H25I2N3O3S2SmTi
Source: OMol25
Level of theory: wB97M-V/def2-TZVPD

```
58
C21H25I2N3O3S2SmTi, DFT wB97M-V/def2-TZVPD
I -1.461 -3.423 -1.385
I -1.181 -2.820 -3.855
Sm -0.185 1.059 -2.993
Ti -0.038 0.375 0.121
S 1.356 -0.488 -1.467
S -1.976 0.961 -1.004
C 0.729 2.107 0.520
C 3.499 -0.842 -1.840
C -4.001 0.464 -1.097
C 3.593 -0.726 -3.341
C 4.293 0.175 -1.073
C 3.596 -2.261 -1.312
C -4.171 0.079 -2.552
C -4.732 1.742 -0.700
C -4.178 -0.676 -0.116
C 1.653 2.616 -2.458
C -0.597 3.466 -2.238
O 1.194 3.198 0.517
O 2.530 3.309 -2.138
O -0.801 4.514 -1.804
H 3.426 0.295 -3.716
H 2.883 -1.397 -3.841
H 4.603 -1.030 -3.644
H 4.090 1.213 -1.369
H 5.362 -0.001 -1.255
H 4.141 0.081 0.008
H 3.433 -2.296 -0.224
H 4.611 -2.617 -1.521
H 2.883 -2.928 -1.822
H -5.205 -0.245 -2.743
H -3.505 -0.759 -2.807
H -3.948 0.925 -3.220
H -5.822 1.578 -0.740
H -4.511 2.581 -1.377
H -4.479 2.044 0.321
H -5.225 -1.020 -0.132
H -3.932 -0.373 0.915
H -3.545 -1.540 -0.392
N -4.681 4.021 8.775
C -4.044 3.456 7.969
C -3.296 2.757 6.983
C -3.766 2.644 5.665
C -3.031 1.932 4.722
C -1.825 1.313 5.079
C -1.337 1.456 6.388
C -2.076 2.170 7.342
N -1.132 0.569 4.134
C -0.003 -0.228 4.373
C 0.415 -0.639 3.152
N -0.430 -0.126 2.162
C -1.365 0.591 2.798
H -4.732 3.087 5.413
H -3.429 1.862 3.711
H -0.382 1.010 6.688
H -1.683 2.263 8.357
H 0.445 -0.345 5.345
H 1.199 -1.304 2.888
H -2.164 1.130 2.306
```

Spin multiplicity = 7
Net charge = +4
Strongest force on any atom = 10.035 eV/A
Gap between HOMO and LUMO (alpha / beta) = 2.59 / 2.98 eV

Formula: C21H25N3O4
Source: OMol25
Level of theory: wB97M-V/def2-TZVPD

```
53
C21H25N3O4, DFT wB97M-V/def2-TZVPD
O -1.030 0.466 2.734
O -0.875 -3.731 -0.090
O -1.736 0.534 -0.724
O -1.130 2.204 -5.965
C -0.581 -0.535 3.280
C -1.257 -2.778 0.581
C 3.235 -1.408 2.080
C 2.230 -1.062 1.244
C 2.066 2.697 0.275
C 3.164 3.121 1.046
C -1.463 2.298 -2.308
C -1.315 2.715 -3.635
C 1.680 1.342 0.262
C 3.886 2.186 1.807
C -1.489 -0.002 -3.040
C -1.560 0.940 -2.013
C -1.258 1.775 -4.671
C 2.373 0.379 1.027
C 3.487 0.841 1.791
C -1.335 0.404 -4.375
N 3.977 -0.290 2.406
N -2.567 -2.665 0.827
N -0.267 -1.656 2.628
C -0.380 -0.545 4.777
C -1.271 -0.625 -5.475
C -3.265 -1.603 1.553
C 1.200 -2.002 0.684
C -0.242 -1.765 1.161
H -1.667 1.287 -0.111
H -1.086 3.171 -5.998
H 3.421 -2.414 2.435
H 1.519 3.416 -0.319
H 3.455 4.162 1.045
H -1.514 3.036 -1.514
H -1.249 3.775 -3.857
H 0.848 1.023 -0.345
H 4.735 2.498 2.396
H -1.563 -1.055 -2.788
H 4.785 -0.313 3.011
H -3.130 -3.379 0.392
H 0.086 -2.433 3.159
H -0.683 0.421 5.179
H 0.673 -0.713 4.994
H -0.985 -1.333 5.220
H -0.422 -0.420 -6.135
H -2.190 -0.596 -6.067
H -1.150 -1.632 -5.066
H -3.115 -1.718 2.626
H -2.897 -0.624 1.245
H -4.333 -1.650 1.340
H 1.221 -1.918 -0.403
H 1.490 -3.023 0.940
H -0.525 -0.802 0.753
```

Strongest force on any atom = 1.704 eV/A
Energy relative to the best compared isomer or geometry (same formula, charge and spin) = 34.0 kcal/mol
Gap between HOMO and LUMO = 8.54 eV

Formula: C21H25N3O5S
Source: OMol25
Level of theory: wB97M-V/def2-TZVPD

```
55
C21H25N3O5S, DFT wB97M-V/def2-TZVPD
C 3.255 -2.582 -2.424
H 3.151 -1.494 -2.463
O 3.050 -3.055 -1.109
C 1.861 -2.782 -0.505
C 0.740 -2.259 -1.142
C -0.411 -1.994 -0.425
C -0.459 -2.214 0.947
C 0.648 -2.778 1.578
C 1.789 -3.067 0.859
H 2.651 -3.498 1.342
H 0.614 -2.981 2.639
N -1.579 -1.814 1.677
S -2.448 -0.428 1.274
O -3.346 -0.760 0.211
O -3.010 0.019 2.519
C -1.191 0.692 0.652
C 0.074 0.532 1.183
C 1.196 0.983 0.502
C 1.014 1.637 -0.715
C -0.253 1.884 -1.195
C -1.403 1.433 -0.522
N -2.669 1.670 -0.972
C -2.956 2.107 -2.320
H -2.151 1.826 -2.996
C -3.209 3.619 -2.350
O -4.266 3.957 -1.480
C -3.995 3.539 -0.161
C -3.749 2.024 -0.074
H -3.507 1.753 0.952
H -4.648 1.478 -0.373
H -4.867 3.819 0.430
H -3.109 4.070 0.222
H -3.516 3.948 -3.344
H -2.294 4.157 -2.053
H -3.872 1.596 -2.636
H -0.352 2.436 -2.115
H 1.875 1.960 -1.276
N 2.471 0.714 1.020
C 3.555 0.337 0.269
O 3.560 0.340 -0.944
C 4.724 -0.072 1.096
C 5.339 -1.422 0.805
C 6.059 -0.182 0.410
H 6.938 0.115 0.961
H 6.075 0.076 -0.638
H 5.704 -1.991 1.647
H 4.875 -2.017 0.034
H 4.701 0.254 2.128
H 2.494 0.486 2.003
H 0.186 0.009 2.120
H -1.520 -1.946 2.675
H -1.282 -1.591 -0.917
H 0.755 -2.045 -2.198
H 4.277 -2.859 -2.677
H 2.569 -3.053 -3.134
```

Strongest force on any atom = 0.931 eV/A
Energy relative to the best compared isomer or geometry (same formula, charge and spin) = 97.2 kcal/mol
Gap between HOMO and LUMO = 8.06 eV

Formula: C21H25N5O4
Source: OMol25
Level of theory: wB97M-V/def2-TZVPD

```
55
C21H25N5O4, DFT wB97M-V/def2-TZVPD
C -9.477 -2.634 -0.502
C -9.084 -2.183 0.899
C -7.649 -1.666 0.940
O -7.583 -0.472 0.187
C -6.344 0.195 0.228
C -6.576 1.635 -0.238
C -5.257 2.398 -0.303
H -4.833 2.494 0.698
H -5.421 3.398 -0.702
C -4.258 1.652 -1.189
N -4.077 0.310 -0.689
C -2.998 -0.188 -0.052
O -2.981 -1.310 0.432
C -1.759 0.633 0.029
N -1.681 1.941 0.068
O -0.380 2.269 0.226
C 0.355 1.146 0.293
C -0.465 0.063 0.179
H -0.215 -0.974 0.194
C 1.828 1.277 0.477
O 2.438 0.156 -0.119
C 3.793 0.041 -0.056
C 4.650 0.954 0.550
C 6.013 0.727 0.548
C 6.542 -0.407 -0.055
C 5.687 -1.323 -0.663
C 4.329 -1.098 -0.661
H 3.652 -1.796 -1.127
H 6.075 -2.211 -1.137
N 7.927 -0.598 -0.034
C 8.683 -1.592 -0.556
N 9.949 -1.379 -0.304
C 9.939 -0.221 0.389
N 8.744 0.279 0.571
H 10.828 0.248 0.758
H 8.301 -2.431 -1.098
H 6.688 1.427 1.015
H 4.273 1.846 1.025
H 2.164 2.214 0.010
H 2.059 1.318 1.553
C -5.296 -0.468 -0.689
H -5.697 -0.522 -1.706
H -5.053 -1.473 -0.340
H -4.653 1.581 -2.209
H -3.304 2.175 -1.201
H -7.043 1.599 -1.225
H -7.273 2.123 0.443
H -5.950 0.198 1.258
H -6.968 -2.424 0.530
H -7.347 -1.464 1.980
H -9.747 -1.381 1.225
H -9.174 -3.014 1.601
H -10.514 -2.960 -0.520
H -9.356 -1.809 -1.199
H -8.848 -3.459 -0.828
```

Strongest force on any atom = 1.136 eV/A
Energy relative to the best compared isomer or geometry (same formula, charge and spin) = 111.4 kcal/mol
Gap between HOMO and LUMO = 9.27 eV

Formula: C21H25N6SYb
Source: OMol25
Level of theory: wB97M-V/def2-TZVPD

```
54
C21H25N6SYb, DFT wB97M-V/def2-TZVPD
Yb -0.823 0.567 1.251
N -2.699 -0.949 2.053
C -3.656 -1.276 0.966
C -2.887 -1.674 -0.273
N -2.068 -0.524 -0.755
H -2.324 -1.812 2.435
H -3.201 -0.520 2.826
H -4.258 -0.390 0.764
H -4.338 -2.073 1.251
H -3.572 -2.026 -1.042
H -2.202 -2.490 -0.035
H -2.706 0.165 -1.151
H -1.509 -0.833 -1.546
C 1.857 3.431 -3.109
C 0.897 2.443 -2.947
C 0.427 2.152 -1.675
C 0.907 2.841 -0.570
C 1.863 3.837 -0.729
C 2.333 4.125 -2.000
N 0.355 2.472 0.705
N 0.647 3.226 1.660
C 0.111 2.955 2.923
C 0.519 3.854 3.906
C 0.047 3.701 5.200
C -0.821 2.660 5.482
C -1.220 1.768 4.481
C -0.776 1.880 3.173
H 2.227 3.667 -4.099
H 0.506 1.918 -3.810
H -0.348 1.402 -1.548
H 2.224 4.376 0.136
H 3.075 4.903 -2.130
H 1.195 4.656 3.637
H 0.351 4.387 5.980
H -1.200 2.535 6.489
H -1.901 0.973 4.763
N 1.516 -0.785 -0.648
C 1.246 -1.740 0.262
S 0.994 -1.288 1.909
N 1.099 -2.991 -0.134
C 1.171 -3.485 -1.488
C 0.078 -4.174 -1.997
C 0.127 -4.667 -3.293
C 1.261 -4.467 -4.072
C 2.356 -3.798 -3.546
C 2.322 -3.314 -2.245
H 1.988 0.040 -0.308
H 1.763 -1.060 -1.589
H 0.793 -3.637 0.580
H -0.793 -4.350 -1.374
H -0.717 -5.215 -3.690
H 1.298 -4.855 -5.082
H 3.254 -3.676 -4.136
H 3.210 -2.867 -1.810
```

Spin multiplicity = 2
Net charge = +2
Strongest force on any atom = 1.140 eV/A
Gap between HOMO and LUMO (alpha / beta) = 7.35 / 7.36 eV